Record 1
This record from OMol25 describes C27H42CuGeN2Te as an isolated structure. The level of theory is the ωB97M-V functional and the def2-TZVPD basis.

## Properties
Kohn-Sham gap (alpha / beta)   4.869 / 4.946 eV
Charge   -2
Highest occupied orbital energy (alpha / beta)   -0.0105 / -0.0134 Ha
LUMO (alpha / beta)   4.582 / 4.582 eV
2S+1   2
<S²>   0.755

```
74
Properties=species:S:1:pos:R:3:mulliken_spin:R:1
Te 0.28962 2.03457 -0.20298 0.00
Ge 1.93477 -1.89309 -3.21993 -0.06
Cu -0.70015 -0.97010 -0.81802 -0.01
N -1.01541 -3.79712 -0.38110 -0.02
N 0.74330 -1.97910 1.44043 0.00
C 2.31419 6.59809 0.38829 0.00
C -2.25547 -0.69284 0.30608 -0.01
C 1.13750 6.24465 1.03127 0.00
C 0.67023 -3.42113 1.40544 0.00
C -2.43532 -3.79994 -0.67085 0.01
C -5.47655 -0.59008 4.03723 0.00
C -4.41265 -0.48081 1.84820 0.00
C -6.71509 -0.28970 3.48647 0.00
C 2.68380 -3.56911 -2.50627 0.01
C 0.56215 4.97783 0.90181 -0.01
C 2.37376 4.34817 -0.55900 0.00
C 3.52036 -0.72675 -3.30389 0.06
C -0.71387 -3.94915 1.02668 0.00
C 0.16728 -1.39443 2.62887 0.00
C 0.45479 -1.04302 -2.39071 0.91
C -5.67018 -0.16971 1.31121 0.00
C 2.90876 7.97871 0.53893 0.00
C -3.24899 -0.59587 1.01831 0.00
C -6.80013 -0.07770 2.11596 0.00
C -4.34609 -0.68262 3.23254 0.00
C 2.91638 5.62789 -0.40116 0.00
C -0.72420 4.73372 1.65590 0.00
C 2.07474 -1.46778 1.18738 0.00
C 1.66002 -2.37725 -5.10627 0.05
C 1.16663 3.98711 0.08784 0.02
C 3.10846 3.37280 -1.44219 0.00
C -0.31955 -4.71649 -1.24047 0.00
H 0.18885 -0.24675 -3.10274 0.06
H -0.67559 -5.75850 -1.10586 0.00
H 2.04529 -4.42906 -2.72538 0.00
H -7.59625 -0.21899 4.11332 0.00
H 2.48036 3.04619 -2.27618 0.00
H 0.63913 6.97805 1.66510 0.00
H -0.97082 3.67398 1.68132 0.00
H -1.47141 -3.39037 1.57900 0.00
H 2.62299 -2.68121 -5.53117 0.00
H -5.73582 0.00320 0.24455 0.00
H -3.38053 -0.90818 3.66790 0.00
H -0.78782 -5.00858 1.34775 0.00
H 3.23260 0.26932 -3.65216 0.00
H -2.87954 -4.80757 -0.53447 0.00
H 3.84360 5.86900 -0.91758 0.00
H 3.64998 -3.72577 -2.99933 0.00
H 2.85174 -3.52830 -1.42832 0.00
H 3.34873 2.45429 -0.89899 0.00
H -7.75593 0.16594 1.66649 0.00
H 4.26905 -1.14706 -3.98530 0.00
H -0.89642 -1.61945 2.69365 0.00
H -2.94878 -3.08379 -0.03397 0.00
H -1.55994 5.25230 1.17328 0.00
H 1.40778 -3.77146 0.67878 0.00
H -5.38497 -0.75035 5.10547 0.00
H 0.75287 -4.69704 -1.05116 -0.01
H 2.23619 8.75456 0.15828 0.00
H -0.46887 -4.42556 -2.28273 0.02
H 0.25384 -0.30844 2.56717 0.00
H 2.39179 -1.74683 0.18529 -0.01
H -0.64423 5.11340 2.68063 0.00
H 2.81627 -1.84166 1.92244 0.00
H 3.96269 -0.60890 -2.31062 -0.01
H 4.02826 3.82285 -1.82895 0.00
H 3.11701 8.22200 1.58610 0.00
H 1.28325 -1.51501 -5.66514 0.00
H 2.05456 -0.37795 1.21642 0.00
H 0.94586 -3.19765 -5.22083 -0.01
H 0.95676 -3.86326 2.38057 0.00
H -2.59618 -3.49115 -1.70645 0.00
H 0.67085 -1.75514 3.54977 0.00
H 3.84971 8.05914 -0.01196 0.00
```

---

Record 2
This record from OMol25 describes a 8-piece molecular cluster, C14H44O8 overall at a distorted geometry. The level of theory is the ωB97M-V functional and the def2-TZVPD basis.

## Properties
Kohn-Sham gap   9.411 eV
Structure (SMILES)   CC(C)O.CC(C)O.CC(C)O.CC(C)O.CCO.O.O.O
Highest occupied orbital energy   -0.3392 Ha
LUMO   0.182 eV

```
66
Properties=species:S:1:pos:R:3:nbo_charge:R:1
O -2.92263 3.65629 1.88556 -0.98
O -2.10234 2.08725 -0.24692 -0.77
O 0.19254 -3.09011 -0.63296 -0.94
O 3.88872 1.72350 -1.65105 -0.72
O -2.89399 1.96000 -3.17365 -0.97
O -1.11630 3.70372 4.30488 -0.75
O -0.15888 1.54898 -4.33392 -0.74
O -2.19221 -2.67867 1.10612 -0.74
C -0.35532 2.48106 4.33607 0.10
C -1.80110 -2.49306 3.46059 -0.65
C -1.26808 1.33896 3.80128 -0.64
C -2.32452 -3.36666 2.36727 0.09
C -0.07916 0.14746 -4.54187 0.10
C 0.84748 2.65664 3.43555 -0.63
C -2.32190 0.74436 0.22425 -0.08
C 5.69150 0.14801 -1.93694 -0.63
C -0.96178 0.07134 0.37769 -0.63
C -1.62990 -4.72265 2.26894 -0.63
C -0.26178 -0.58147 -3.18990 -0.64
C 3.65067 -0.45208 -0.69942 -0.63
C 1.20403 -0.21200 -5.28508 -0.64
C 4.18168 0.34642 -1.86313 0.09
H -2.19929 -2.74925 4.45340 0.21
H 3.74400 0.02536 -2.81430 0.15
H 3.92954 -1.50145 -0.80779 0.21
H -1.82447 -5.29504 1.36437 0.22
H -1.82560 1.75471 2.96594 0.22
H -0.54705 -4.55425 2.30212 0.19
H 4.07212 -0.13750 0.25878 0.22
H -0.60956 0.52468 3.49756 0.20
H -0.90570 -0.18633 -5.17263 0.17
H -1.57779 3.72679 3.45526 0.49
H -2.56461 2.21853 -1.09156 0.51
H -2.70852 3.24014 1.01473 0.50
H 1.29280 0.36340 -6.21047 0.22
H 0.72954 1.89294 -4.20892 0.48
H -0.72065 -2.46732 3.63898 0.20
H -1.01602 -1.00089 0.18393 0.22
H 5.95799 -0.89242 -2.14982 0.21
H 0.61561 3.07950 2.45885 0.22
H -1.15465 -0.14087 -2.73973 0.22
H -2.98147 0.10030 -0.36890 0.18
H -3.46944 1.22848 -3.42532 0.47
H -2.08745 -1.44404 3.37017 0.23
H 0.77608 -2.59361 -1.21915 0.48
H -0.24744 0.46934 -0.34628 0.21
H 0.74900 -3.32966 0.12023 0.47
H 6.14074 0.65583 -2.79930 0.21
H 3.98957 2.21999 -2.46647 0.47
H -0.09340 2.30903 5.37645 0.17
H -0.47027 0.28467 1.32915 0.21
H -3.77860 3.29048 2.13386 0.47
H 1.53572 3.35979 3.91035 0.21
H 6.21264 0.50985 -1.05271 0.22
H -3.39521 -3.56743 2.45660 0.18
H 0.53306 -0.29224 -2.49748 0.20
H 2.57090 -0.38925 -0.54438 0.21
H 1.33295 1.68550 3.29724 0.19
H -0.37215 -1.66140 -3.25323 0.21
H -1.96831 1.00982 4.56752 0.21
H -1.29740 -2.77995 0.74949 0.48
H -1.95177 -5.33233 3.11830 0.21
H -2.05964 1.79610 -3.64572 0.50
H -2.92981 0.87351 1.12988 0.17
H 2.14256 -0.06565 -4.74505 0.20
H 1.16473 -1.25513 -5.60732 0.22
```

---

Record 3
This record from OMol25 describes an isolated ion of composition C6H14NO and charge -1 at a distorted geometry. The level of theory is the ωB97M-V functional and the def2-TZVPD basis.

## Properties
Kohn-Sham gap   5.881 eV
Charge   -1
Structure (SMILES)   CCNCCCC[O-]
Highest occupied orbital energy   -0.0874 Ha
LUMO   3.502 eV

```
22
Properties=species:S:1:pos:R:3:nbo_charge:R:1
O 2.11495 -1.23749 -1.61798 -0.92
N -1.30251 0.72906 -0.17816 -0.64
C 2.18090 -1.98342 -0.55562 0.05
C 0.17014 -1.07786 0.68996 -0.42
C 1.61819 -1.37680 0.87773 -0.47
C -1.43897 2.03662 0.42655 -0.20
C -2.91762 2.59166 0.35494 -0.64
C -0.01693 0.09239 -0.33711 -0.24
H -0.34481 -1.91985 0.15742 0.19
H -3.57189 1.90625 -0.27665 0.23
H -2.86857 3.67859 0.27722 0.21
H 0.86822 0.80641 -0.41224 0.20
H 2.12542 -0.44910 1.10922 0.18
H -1.12405 1.99979 1.51470 0.13
H 1.77525 -2.21433 1.57754 0.17
H -0.38944 -0.79696 1.56605 0.16
H -1.95864 0.12537 0.46637 0.33
H 1.56484 -2.91290 -0.59552 0.04
H 3.21369 -2.36554 -0.19186 0.03
H -0.72808 2.76246 0.04000 0.18
H 0.02323 -0.33940 -1.37716 0.24
H -3.30653 2.25348 1.36097 0.19
```

---

Record 4
This record from OMol25 describes one molecule with the formula C20H24N4O2 at a distorted geometry. The level of theory is the ωB97M-V functional and the def2-TZVPD basis.

## Properties
Kohn-Sham gap   8.262 eV
Structure (SMILES)   C[C@@H]1OC=C(C(=O)NN)[C@H]2C[C@H]3c4[nH]c5ccccc5c4CCN3C[C@H]12
Highest occupied orbital energy   -0.2836 Ha
LUMO   0.547 eV

```
50
Properties=species:S:1:pos:R:3:nbo_charge:R:1
O 4.07522 -0.13252 -2.44916 -0.49
O 1.30371 -2.91896 -3.67188 -0.59
N -1.83873 -1.35569 1.45427 -0.55
N -0.49534 -1.53614 -3.48111 -0.50
N -1.28727 -2.05657 -4.59199 -0.65
N 0.84089 1.26984 0.95500 -0.43
C 0.19698 2.26727 1.75827 -0.21
C -4.14690 -2.05170 4.39731 -0.20
C 1.09284 0.02239 -1.62866 -0.25
C -3.00162 0.00407 4.34063 -0.17
C -1.15762 -0.15744 1.40549 0.14
C 1.70641 -1.04967 -2.50881 -0.23
C -0.71592 1.82199 2.92043 -0.40
C -3.59079 -2.47324 3.13758 -0.27
C 3.07811 -1.05678 -2.78409 0.22
C -0.27694 0.40471 0.32369 -0.04
C 0.39557 -0.65566 -0.55058 -0.41
C 3.52206 1.07673 -1.91368 0.12
C 1.89335 1.80918 -0.00320 -0.21
C -3.89981 -0.82546 4.90562 -0.25
C -1.42286 0.52578 2.53198 -0.07
C 2.37641 0.68916 -0.97676 -0.24
C 0.84666 -1.93019 -3.27184 0.64
C 3.14151 2.13755 -3.02781 -0.65
C -2.67808 -1.53682 2.54134 0.20
C -2.36868 -0.37446 3.23290 -0.09
H 1.01845 -1.29979 0.02997 0.23
H -0.20494 1.59462 3.81241 0.21
H -1.84024 -2.01915 0.65259 0.40
H -1.41203 2.65618 3.11818 0.21
H 2.78694 2.33439 0.46166 0.21
H 2.87679 -0.03020 -0.29529 0.22
H -0.45403 2.82749 1.16558 0.15
H -2.71806 0.97943 4.69249 0.20
H 3.03780 3.29631 -2.76166 0.23
H -0.88290 -2.86121 -4.98333 0.37
H -1.30774 -1.34981 -5.33858 0.34
H -0.41131 -1.32739 -0.97888 0.20
H -3.70432 -3.39508 2.61521 0.21
H 0.95922 2.96688 2.06495 0.20
H -4.31780 -0.51813 5.88439 0.21
H 4.35679 1.47255 -1.24321 0.19
H 3.55522 -1.83247 -3.41266 0.22
H 0.44865 0.74485 -2.21471 0.21
H -0.91032 -0.72208 -3.03954 0.39
H 2.16523 1.85842 -3.32230 0.20
H 1.33566 2.54009 -0.57795 0.16
H -0.99955 0.98183 -0.41749 0.17
H -4.76872 -2.79275 4.86611 0.22
H 3.80205 1.97764 -3.82287 0.22
```